Entry P
C11H17NO3 | ωB97M-V/def2-TZVPD

Orbital gap (eV): 8.9
Net charge: 0
Multiplicity: 1
HOMO energy (eV): -9.67

Positions of all 32 atoms, in Å:
O (2.8464, 0.2375, 0.7985)
O (-1.7059, 2.1957, -2.4891)
O (-0.9236, 2.5979, 0.7969)
N (1.8853, 1.9548, -0.2800)
C (-0.9743, -1.1489, 2.8461)
C (0.6282, 2.0091, -0.9265)
C (-0.0723, -1.3335, 1.5992)
C (1.9535, 0.7332, 0.1722)
C (-1.6928, -0.4951, -0.2270)
C (-0.3956, -0.2455, 0.5290)
C (-1.6959, 2.6799, -1.4031)
C (-0.6432, 2.4430, -0.3925)
C (0.9291, -0.8041, -1.5488)
C (0.7214, 0.1243, -0.4122)
C (1.5039, -2.2322, -1.1321)
H (1.5347, -0.2333, -2.1339)
H (-2.1322, -1.4571, -0.0284)
H (0.7558, 2.0234, -2.0352)
H (-0.5143, -1.5753, 3.6948)
H (2.3045, -2.0364, -0.4337)
H (-0.0405, -0.9976, -2.0945)
H (-0.0949, -2.2959, 1.1002)
H (-2.3793, 0.1789, 0.1808)
H (0.8388, -2.8082, -0.6718)
H (-0.6382, 0.5603, 1.0688)
H (1.8971, -2.7841, -2.0069)
H (-1.1391, -0.1354, 2.9549)
H (2.5096, 2.6792, 0.1057)
H (-2.4228, 3.4917, -1.0746)
H (-1.7047, -0.4107, -1.2939)
H (-2.0607, -1.7295, 2.7703)
H (0.9220, -1.1859, 1.9668)

=====

Entry Q
C11H17NO3 | ωB97M-V/def2-TZVPD

Orbital gap (eV): 8.8
Net charge: 0
Multiplicity: 1
SMILES string: CNC[C@H](O)COc1cccc(OC)c1
HOMO energy (eV): -8.15

Positions of all 32 atoms, in Å:
O (-0.0932, 0.8863, 1.4604)
O (3.8844, -1.3848, -0.1751)
O (-1.6608, 0.8597, -0.9952)
N (-3.2652, -1.3540, 0.0593)
C (2.9725, -0.1133, -0.1367)
C (1.8342, -0.1839, 0.5310)
C (1.0179, 0.8797, 0.6327)
C (-2.1981, -0.7080, 0.5621)
C (3.2151, 0.6878, -1.1504)
C (2.2329, 2.0445, -1.1456)
C (-1.2691, 1.5598, 1.1855)
C (3.6175, -2.3853, 0.6975)
C (-3.3735, -1.5108, -1.2938)
C (1.1723, 2.1914, -0.1904)
C (-2.1004, 0.6513, 0.1052)
H (-3.1169, 1.1120, 0.3034)
H (-2.3470, -0.8244, 1.7873)
H (-1.3304, -1.0159, 0.1636)
H (2.5245, 2.8929, -1.6502)
H (0.5325, 2.9142, -0.0529)
H (1.5425, -0.9997, 1.4685)
H (-4.3154, -1.9420, -1.7106)
H (3.9349, 0.9242, -1.5298)
H (4.4503, -2.9630, 0.5231)
H (-1.7753, 1.7094, 2.0250)
H (-3.4154, -0.5931, -2.0625)
H (2.8116, -2.7297, 0.3400)
H (-4.0996, -0.7617, 0.3277)
H (-2.5218, -2.1453, -1.5863)
H (-0.9943, 2.6055, 1.0016)
H (-1.5035, 1.7436, -1.0759)
H (3.6370, -2.0477, 1.5813)

=====

Computed energies relative to the best structure, in kcal/mol: entry P 0.0; entry Q 195.7

=====

Entry P
C16H20N2O2S | ωB97M-V/def2-TZVPD

Orbital gap (eV): 8.6
Net charge: 0
Multiplicity: 1
HOMO energy (eV): -8.23

Positions of all 41 atoms, in Å:
S (0.1582, -1.9596, 1.2244)
O (0.7261, 2.2265, 2.8021)
O (-1.3905, 0.6219, -1.4805)
N (-0.1882, 2.7114, 2.2209)
N (0.5207, 0.3155, -0.9674)
C (-0.9190, -1.6845, -1.3381)
C (-1.1833, 1.8326, 1.9686)
C (-1.7860, -3.4744, -2.4059)
C (-1.0080, -0.8322, 1.7658)
C (-0.4860, 0.5525, 2.1208)
C (2.0961, 1.5293, -1.9964)
C (-0.4388, -2.6080, -0.2897)
C (1.9053, 0.1266, 3.1592)
C (-2.4507, 1.9210, 1.3063)
C (0.7558, 0.6818, 2.7866)
C (-1.6576, -2.1635, -2.1882)
C (-1.3537, -4.3684, -1.7379)
C (-0.8969, -3.9667, -0.3728)
C (-0.5241, -0.2340, -1.2028)
C (2.5598, 3.1316, -2.0152)
C (1.1047, 1.5832, -0.9464)
H (2.9891, 0.9727, -1.9273)
H (2.0441, -0.9449, 2.8694)
H (-2.0155, -1.5242, -2.9784)
H (-1.6417, -5.3737, -1.7839)
H (1.5457, -0.2310, 4.2896)
H (1.7918, 3.7157, -2.2180)
H (0.2357, 2.1404, -0.9854)
H (1.4259, -0.6992, -0.6745)
H (2.6906, 0.8012, 3.3649)
H (3.2294, 3.3184, -2.8889)
H (-2.9615, 1.2280, 1.8940)
H (-1.6883, -0.8665, 1.2331)
H (-0.5768, -4.6457, 0.3607)
H (-2.4023, -3.7728, -3.4620)
H (-1.2833, -1.4162, 2.9644)
H (1.3232, 1.7959, 0.0851)
H (1.8419, 1.4889, -3.1302)
H (-2.5074, 1.7037, 0.2339)
H (3.0452, 3.4463, -0.8703)
H (-2.6297, 2.9203, 1.2103)

=====

Entry Q
C16H20N2O2S | ωB97M-V/def2-TZVPD

Orbital gap (eV): 8.8
Net charge: 0
Multiplicity: 1
SMILES string: CN1CCCN(S(=O)(=O)c2ccc3ccccc3c2)CC1
HOMO energy (eV): -8.67

Positions of all 41 atoms, in Å:
S (-0.2600, 2.0509, 0.2204)
O (-0.2216, 2.4953, 1.5820)
O (-0.6024, 2.9892, -0.8082)
N (-1.3545, 0.8020, 0.1353)
N (-3.6447, -0.9313, -0.2680)
C (-3.2196, 0.0085, -1.2882)
C (5.4659, -0.7196, 1.2222)
C (4.2873, -0.1072, 1.5450)
C (-4.8516, -1.6341, -0.6531)
C (-1.7305, 0.3550, -1.1810)
C (3.7211, 0.0555, -0.8244)
C (2.8275, 0.4702, -1.8368)
C (5.7965, -0.9586, -0.1213)
C (-3.7605, -0.2875, 1.0344)
C (2.1623, 0.9303, 0.8328)
C (3.3870, 0.2948, 0.5363)
C (4.9448, -0.5803, -1.1215)
C (1.6488, 1.0851, -1.5194)
C (-1.2106, -0.2317, 1.1323)
C (-2.5132, -0.4863, 1.9005)
C (1.3250, 1.3066, -0.1752)
H (-5.7178, -0.9680, -0.7868)
H (-4.6163, -0.7038, 1.5720)
H (3.0960, 0.2971, -2.8688)
H (-1.1338, -0.5244, -1.4674)
H (-3.3798, -0.4436, -2.2701)
H (1.8908, 1.1428, 1.8556)
H (-5.0925, -2.3713, 0.1112)
H (-2.4877, -1.5057, 2.2876)
H (5.1973, -0.7612, -2.1564)
H (4.0261, 0.0813, 2.5759)
H (6.1527, -1.0240, 1.9980)
H (-3.9334, 0.7913, 0.9154)
H (6.7321, -1.4436, -0.3574)
H (0.9644, 1.4307, -2.2772)
H (-0.4381, 0.0914, 1.8313)
H (-1.5177, 1.1778, -1.8645)
H (-4.6742, -2.1613, -1.5899)
H (-3.8036, 0.9440, -1.2415)
H (-2.5800, 0.2025, 2.7429)
H (-0.8812, -1.1587, 0.6460)

=====

Computed energies relative to the best structure, in kcal/mol: entry P 334.1; entry Q 0.0

=====

Entry P
C6H10N3O | ωB97M-V/def2-TZVPD

Orbital gap (eV): 8.7
Net charge: +1
Multiplicity: 1
SMILES string: O[C@@H]1[NH2+]CCc2cncn21
HOMO energy (eV): -12.57

Positions of all 20 atoms, in Å:
O (0.6032, -2.2554, 0.6471)
N (-2.8526, -0.2215, 0.1061)
N (-0.7543, -0.5665, -0.2640)
N (1.5493, -0.3727, -0.4875)
C (1.4070, 0.8343, 0.4032)
C (-2.2263, 0.9641, 0.1969)
C (0.4208, -1.3829, -0.3972)
C (-0.8832, 0.7868, -0.1105)
C (0.3263, 1.7883, -0.0266)
C (-1.9798, -1.1304, -0.1934)
H (0.4962, 2.2516, -0.9612)
H (1.7797, -0.0254, -1.5120)
H (0.7750, -1.8115, 1.4886)
H (1.2257, 0.4110, 1.5062)
H (2.3383, -0.8681, -0.0264)
H (-2.8565, 1.9402, 0.2760)
H (2.4534, 1.2779, 0.4778)
H (-2.1635, -2.1759, -0.4069)
H (0.3616, -1.9602, -1.4273)
H (-0.0203, 2.5164, 0.7110)

=====

Entry Q
C6H10N3O | ωB97M-V/def2-TZVPD

Orbital gap (eV): 8.6
Net charge: +1
Multiplicity: 1
HOMO energy (eV): -11.73

Positions of all 20 atoms, in Å:
O (-2.6474, -0.4377, -0.0443)
N (-0.6588, 1.8785, -0.1423)
N (3.6191, -0.7534, -0.0538)
N (2.1291, 1.0445, -0.0634)
C (2.9059, -2.0791, 0.1188)
C (0.2774, -1.7366, 0.1244)
C (1.6683, -1.5059, 0.1286)
C (-0.8938, -2.0044, 0.0445)
C (-2.3592, -1.8820, -0.0861)
C (2.3821, -0.1857, -0.0583)
H (-0.8729, 2.7784, -0.6066)
H (-2.8799, -2.4338, 0.6767)
H (-1.1474, 1.0622, -0.5231)
H (-3.5791, -0.2390, -0.0989)
H (3.4349, -3.0674, 0.0870)
H (4.6011, -0.3836, -0.2895)
H (-0.9224, 1.9336, 0.8679)
H (3.0671, 1.5858, -0.2706)
H (0.4814, 1.6516, -0.2505)
H (-2.6113, -2.3718, -1.0686)

=====

Computed energies relative to the best structure, in kcal/mol: entry P 0.0; entry Q 50.6